ORCA calculation (ωB97M-V/def2-TZVPD) on a structure of composition C31H26I2N2OSSbV.

Last column: natural (NBO) charge in e.
Element x y z (Å)
N -0.249 0.620 2.726  -0.627
C -0.056 3.604 0.023  0.078
V -0.464 0.743 0.673  1.388
H 3.364 -0.062 4.228  0.249
C -4.756 -0.403 -2.722  -0.452
H -3.302 -3.172 -1.329  0.224
H 0.299 5.634 -0.517  0.269
H 0.688 2.010 4.034  0.259
C 4.676 0.478 1.145  -0.236
H 1.418 2.203 -4.288  0.239
H -0.372 -1.765 -4.181  0.233
H 1.025 -0.277 4.161  0.249
C 0.338 2.152 -4.274  -0.187
H -2.376 3.759 -5.534  0.253
C 0.273 4.374 2.632  -0.215
C 3.512 0.479 0.385  -0.193
I 6.367 0.305 3.639  0.323
H -7.469 1.501 -2.086  0.249
H 0.590 6.348 1.859  0.268
H -1.069 0.162 3.125  0.436
Sb -2.692 -0.431 -2.581  1.896
H -0.193 3.237 -0.988  0.230
C -0.413 3.094 -4.974  -0.153
C 4.622 0.296 2.523  -0.138
H -4.779 -2.335 -3.707  0.237
C 0.915 -0.282 3.076  -0.240
C -6.735 -1.483 -3.526  -0.179
H 0.616 -1.292 2.780  0.245
C -0.152 1.985 3.340  -0.277
C -0.807 -2.561 -3.588  -0.207
I 3.594 0.787 -1.658  0.264
N -0.168 2.694 1.015  -0.532
C -0.297 1.135 -3.583  -0.276
C -0.901 -4.887 -2.987  -0.136
C -2.461 -3.357 -1.988  -0.156
H 0.400 4.654 3.670  0.265
S -2.388 0.364 -0.224  -0.406
C -5.360 -1.491 -3.352  -0.207
H 0.492 -4.058 -4.395  0.251
C -1.799 3.030 -4.981  -0.170
H -1.059 2.173 3.917  0.265
C 3.393 0.104 3.158  -0.197
H -0.525 -5.894 -3.098  0.252
C 0.215 4.922 0.292  -0.216
H 0.090 3.876 -5.527  0.251
C 0.005 3.060 2.298  0.233
C -2.450 2.018 -4.290  -0.231
C -1.692 1.072 -3.601  -0.351
C 2.216 0.094 2.428  -0.121
C 0.378 5.314 1.620  -0.059
C -5.501 0.682 -2.262  -0.157
H -3.532 1.960 -4.314  0.241
H 5.631 0.624 0.657  0.265
C -7.486 -0.408 -3.070  -0.130
H 0.295 0.396 -3.051  0.225
C -6.873 0.671 -2.438  -0.202
H -8.559 -0.409 -3.205  0.253
H -7.219 -2.317 -4.015  0.254
H -2.415 -5.454 -1.570  0.249
H -5.027 1.523 -1.769  0.216
C 2.308 0.288 1.047  0.251
O 1.136 0.275 0.319  -0.565
C -1.874 -2.323 -2.723  -0.467
C -1.966 -4.641 -2.125  -0.193
C -0.325 -3.854 -3.717  -0.185

Net charge: +3
Multiplicity: 2
E_tot: -96833.062 eV

ORCA calculation (ωB97M-V/def2-TZVPD) on the ion C5H5N2 with charge +1.

Last column: natural (NBO) charge in e.
Element x y z (Å)
H 0.234 -2.007 0.083  0.257
H -3.440 -0.315 -0.215  0.289
N -1.523 -1.127 0.033  -0.207
C 1.902 0.516 -0.018  -0.654
N -0.357 1.143 0.037  -0.263
C -2.355 -0.098 -0.071  -0.046
C -0.207 -1.113 0.094  0.040
H 2.094 0.885 -0.933  0.258
C 0.481 0.129 0.016  0.269
C -1.613 1.052 0.040  0.534
H 2.677 -0.330 0.270  0.262
H 2.108 1.264 0.665  0.264

ΔE to the lowest compared entry with this formula, charge and spin: 1.371 eV
Structure (SMILES): Cc1cncc#[n+]1
Net charge: +1
E_tot: -8235.075 eV

ORCA calculation (ωB97M-V/def2-TZVPD) on a cluster of 5 separate species, C3H16NO4 in total.

Last column: natural (NBO) charge in e.
Element x y z (Å)
O -2.923 -1.676 0.764  -0.982
O 2.286 -2.799 -0.535  -0.967
H 3.009 -2.299 -0.924  0.480
H -0.995 2.961 0.198  0.233
N 0.073 0.586 1.244  -0.379
H -0.312 -0.140 -3.479  0.498
H 0.092 -2.196 -0.394  0.507
H 0.561 3.671 -0.106  0.254
H -2.092 -1.775 0.282  0.489
C -0.750 0.716 2.193  0.119
H -3.653 -1.727 0.147  0.479
C 0.030 2.997 0.565  -0.639
H -0.958 1.706 2.544  0.211
H -1.234 -0.134 2.652  0.245
O -0.432 -1.395 -0.502  -1.020
C 0.751 1.665 0.523  -0.243
H -0.302 -1.161 -1.458  0.520
O 0.363 -0.469 -2.876  -0.958
H 0.948 -1.035 -3.392  0.500
H 2.702 -3.616 -0.236  0.489
H 1.791 1.710 0.826  0.238
H 0.245 -0.369 0.892  0.472
H 0.758 1.348 -0.490  0.233
H 0.043 3.431 1.565  0.219

ΔE to the lowest compared entry with this formula, charge and spin: 0.654 eV
Net charge: +1
E_tot: -13044.483 eV

ORCA calculation (ωB97M-V/def2-TZVPD) on a cluster of 2 separate species, C3H3NO2 in total.

Last column: natural (NBO) charge in e.
Element x y z (Å)
C -0.046 -0.658 0.757  0.443
C 0.219 0.620 -1.403  -0.478
H 1.155 0.184 -1.590  0.186
H -0.530 0.513 -2.139  0.178
O -0.740 -1.691 0.287  -0.216
C -0.310 0.213 1.825  0.140
O 0.640 -1.783 0.594  -0.212
H 0.068 1.514 -0.880  0.180
N -0.455 1.088 2.549  -0.220

ΔE to the lowest compared entry with this formula, charge and spin: 8.765 eV
E_tot: -8736.366 eV

What did we get for F_max? Answer: 0.69; 5.74; 1.14; 3.43 eV/Å, in the order shown.
What did we get for M? Answer: 901.14; 93.11; 130.16; 85.06 u, in the order shown.